C54H50N6O4S4Y | wB97M-V/def2-TZVPD

Geometry as XYZ:
```
119
Properties=species:S:1:pos:R:3:forces:R:3
Y -0.04627 1.62614 0.27681 -0.687 0.985 1.788
N -0.93413 0.70221 -1.36250 -0.235 -0.591 -1.733
S -0.54838 0.05453 -2.63046 -0.248 -0.052 0.088
N -0.19902 -1.52850 -2.53382 0.073 -0.055 0.032
S 1.19745 -2.16731 -2.33243 -0.043 0.030 -0.004
N 2.21693 -1.59921 -1.31157 0.030 -0.028 -0.108
S 1.86858 -1.15775 0.20587 0.159 0.224 0.193
N 1.50900 0.25946 0.40038 1.387 -1.787 0.158
C 3.35187 -1.59718 1.04990 0.043 -0.046 -0.124
C 3.29753 -1.59477 2.44017 0.080 0.087 -0.022
C 4.46659 -1.82087 3.14548 0.034 -0.024 0.014
C 5.66205 -2.03500 2.46287 0.000 0.000 0.033
C 5.69501 -2.02623 1.07537 0.083 -0.026 0.032
C 4.53072 -1.80859 0.35285 0.010 -0.055 -0.041
C 0.67721 -2.34072 0.80269 0.053 -0.037 0.129
C 1.10012 -3.61711 1.16613 -0.066 0.033 0.028
C 0.15627 -4.53257 1.60413 -0.025 -0.021 0.017
C -1.18576 -4.17153 1.67151 -0.019 -0.016 0.014
C -1.59428 -2.89873 1.29156 -0.081 -0.019 -0.001
C -0.66025 -1.97138 0.85331 0.147 -0.220 0.045
C 0.79824 -3.84507 -1.99831 -0.111 -0.077 0.016
C 1.88161 -4.70108 -1.82581 0.011 -0.002 -0.027
C 1.62450 -6.03503 -1.57199 0.002 -0.084 0.001
C 0.30861 -6.48697 -1.49617 -0.027 0.000 -0.004
C -0.75622 -5.61117 -1.67114 0.019 -0.107 -0.001
C -0.52107 -4.26836 -1.92959 0.090 -0.006 0.028
C 2.13893 -2.24504 -3.81494 0.024 0.111 -0.019
C 3.43789 -1.76403 -3.87020 -0.069 0.025 -0.028
C 4.12071 -1.87559 -5.07264 0.046 0.000 -0.071
C 3.50711 -2.45830 -6.17374 0.007 0.001 -0.020
C 2.20196 -2.93868 -6.09101 0.032 -0.017 -0.081
C 1.50433 -2.83693 -4.90295 -0.028 0.011 0.021
C -1.86740 0.02864 -3.79747 -0.016 -0.119 -0.056
C -2.60457 1.20407 -3.89641 0.005 -0.112 -0.007
C -3.63335 1.26152 -4.82150 -0.033 0.009 -0.045
C -3.91471 0.15751 -5.62137 -0.014 0.048 0.001
C -3.17519 -1.01175 -5.50020 -0.027 -0.007 -0.048
C -2.13447 -1.08255 -4.58618 -0.030 0.002 0.040
C 0.80771 0.78790 -3.52898 -0.003 0.029 -0.094
C 1.83007 1.42013 -2.82917 -0.164 0.012 -0.269
C 2.90372 1.94058 -3.53352 0.059 0.050 -0.006
C 2.94506 1.83620 -4.91806 0.047 0.007 -0.054
C 1.91589 1.20778 -5.60852 0.052 0.013 -0.021
C 0.83930 0.67493 -4.91732 0.031 0.022 0.088
H 2.36635 -1.41161 2.96450 0.038 -0.003 -0.024
H 4.44504 -1.83279 4.22826 0.023 -0.004 -0.055
H 6.57496 -2.21072 3.01905 -0.057 0.006 -0.022
H 6.62827 -2.19417 0.55216 -0.044 0.010 0.038
H 4.53750 -1.80521 -0.73088 0.023 -0.007 0.138
H 2.14793 -3.89035 1.11489 -0.081 0.022 0.019
H 0.46989 -5.52791 1.89873 -0.033 0.088 -0.022
H -1.91831 -4.89111 2.01995 0.055 0.050 -0.028
H -2.64422 -2.62787 1.32534 0.089 -0.027 0.009
H -0.98181 -1.00003 0.51376 -0.088 0.138 -0.050
H 2.90184 -4.33194 -1.89384 -0.114 -0.046 0.003
H 2.44837 -6.72601 -1.44257 -0.055 0.020 -0.005
H 0.11423 -7.53599 -1.30607 0.012 0.059 -0.012
H -1.77502 -5.97483 -1.61607 0.054 0.007 0.002
H -1.33230 -3.56493 -2.06862 0.064 -0.066 0.012
H 3.89455 -1.31384 -2.99903 -0.028 -0.005 -0.078
H 5.13846 -1.51269 -5.14528 -0.047 -0.017 -0.008
H 4.05198 -2.54919 -7.10587 -0.030 0.004 0.052
H 1.73517 -3.40367 -6.95011 0.037 0.025 0.025
H 0.49267 -3.22421 -4.81670 0.119 0.034 -0.014
H -2.37446 2.04320 -3.25107 -0.025 -0.023 -0.048
H -4.22032 2.16621 -4.92062 0.027 -0.053 -0.002
H -4.71922 0.20982 -6.34494 0.033 0.000 0.051
H -3.40888 -1.86920 -6.11921 0.012 0.048 0.030
H -1.54954 -1.98710 -4.47332 -0.066 0.093 -0.032
H 1.81235 1.51057 -1.75457 0.039 -0.145 0.128
H 3.70518 2.43975 -3.00171 -0.050 -0.029 -0.033
H 3.78168 2.25722 -5.46365 -0.058 -0.026 0.030
H 1.94441 1.14264 -6.68972 0.003 -0.001 0.070
H 0.02984 0.19474 -5.45361 0.076 0.035 0.022
O 0.88182 2.09019 2.62812 0.011 0.124 0.029
O 1.44147 0.83380 4.16357 0.012 0.072 -0.075
C -2.05666 5.67985 -0.78925 -0.022 -0.021 -0.214
S -1.92313 4.13227 0.08699 -0.094 0.560 -0.071
O -0.49921 3.64336 -0.27501 -0.379 1.326 -0.020
C -1.82870 4.80550 1.72953 0.131 -0.110 -0.029
C -0.67346 5.45045 2.15366 -0.044 0.014 0.036
C -0.67340 6.05284 3.40163 0.006 0.010 0.042
C -1.81349 6.00624 4.20037 0.038 0.005 0.024
C -2.95256 5.34011 3.76695 -0.010 0.002 0.045
C -2.96397 4.72530 2.52196 -0.110 -0.059 -0.058
H -1.20462 6.30502 -0.52550 -0.039 0.000 -0.024
H -2.99619 6.14594 -0.48425 0.087 -0.020 -0.028
H -2.07199 5.46253 -1.85821 0.000 0.029 0.082
H 0.20233 5.49050 1.51599 -0.035 -0.001 0.019
H 0.20978 6.57881 3.74465 -0.056 -0.034 -0.011
H -1.81586 6.50457 5.16366 0.005 -0.038 -0.071
H -3.83845 5.31248 4.39003 0.040 0.014 -0.033
H -3.85446 4.21680 2.16148 0.093 0.026 0.046
C -3.01085 0.41221 6.04258 -0.070 0.021 -0.108
N -3.19966 0.82956 4.64858 0.028 -0.037 0.289
N -2.14037 1.10426 3.81946 0.160 -0.097 0.210
C -2.57994 1.12719 2.52887 0.037 0.156 -0.214
O -1.79400 1.48345 1.57990 -0.126 -0.276 0.306
C -3.93834 0.79177 2.55040 -0.129 -0.066 -0.166
C -4.27906 0.60068 3.87671 -0.143 0.063 0.070
C -5.58361 0.21070 4.48201 0.072 -0.015 0.007
C -0.87957 1.62678 4.20848 -0.046 -0.074 -0.131
C 0.26662 1.05308 3.41547 0.139 0.007 0.076
C 1.91052 2.09861 3.67403 -0.206 -0.112 0.057
C 1.70034 3.17337 4.70187 0.074 -0.029 -0.082
C 0.54822 3.32008 5.35457 -0.177 0.064 0.077
C -0.71694 2.60808 5.08990 0.073 0.279 0.163
H -1.98233 0.59475 6.33291 0.034 0.027 -0.025
H -3.22607 -0.64871 6.15659 -0.005 -0.020 -0.057
H -3.66704 0.98670 6.69316 -0.006 0.023 -0.052
H -4.58864 0.71199 1.69176 0.078 0.030 0.138
H -6.34676 0.14135 3.71124 0.022 -0.001 0.009
H -5.90223 0.94801 5.22156 0.011 -0.026 -0.033
H -5.51452 -0.75595 4.98711 0.017 0.038 -0.042
H -0.02840 0.17004 2.84968 -0.008 -0.105 -0.086
H 2.91361 2.05261 3.26428 0.084 -0.029 -0.067
H 2.54845 3.80302 4.94756 -0.062 -0.054 -0.005
H 0.49453 4.09143 6.11645 -0.028 -0.096 -0.054
H -1.58971 2.97605 5.61832 0.016 0.050 -0.044
```
Positions in Å, forces in eV/Å.

* charge: +3
* ΔE to the lowest compared entry with this formula, charge and spin: 0.105 eV
* 2S+1: 1
* highest occupied orbital energy: -15.5990 eV

***

C54H51IIrN5P2SSbTe | wB97M-V/def2-TZVPD

Geometry as XYZ:
```
117
Properties=species:S:1:pos:R:3:forces:R:3
Ir 1.03526 2.16232 -0.39004 0.747 -0.326 -0.501
Te -1.71570 -1.14959 2.84734 -0.154 0.093 -0.250
C -3.71145 -0.65322 3.34536 0.175 -0.074 -0.027
C -4.78279 -1.02633 2.54925 -0.107 -0.038 0.015
C -6.05642 -0.64043 2.95092 -0.018 0.203 0.303
N -6.29571 0.06604 4.06196 0.329 -0.053 -0.079
C -5.25048 0.39884 4.82670 -0.269 -0.129 -0.259
C -3.93758 0.05794 4.51325 -0.158 0.067 0.004
C -1.61697 0.22353 1.23791 1.004 -0.243 -0.701
P -0.34341 1.52071 1.38746 -0.358 1.017 -0.058
C 0.61566 1.30446 2.92414 0.139 -0.206 -0.177
C 0.05507 1.64586 4.15753 0.151 0.099 -0.016
C 0.80664 1.53447 5.31483 -0.004 0.005 0.002
C 2.11921 1.07255 5.25780 -0.023 0.030 0.142
C 2.67504 0.71164 4.04208 -0.054 0.030 -0.133
C 1.92430 0.83627 2.87546 -0.024 -0.164 0.069
C -1.17209 3.09685 1.76327 0.172 0.103 -0.152
C -2.54529 3.24391 1.87851 0.001 0.027 0.038
C -3.09058 4.49862 2.13238 -0.071 0.016 -0.004
C -2.26694 5.60664 2.26194 0.022 0.026 0.006
C -0.88321 5.46496 2.15911 -0.029 -0.078 -0.041
C -0.33941 4.21412 1.91663 -0.155 0.023 0.149
P -2.00513 -0.18126 -0.48798 -0.680 0.266 0.437
C -3.10004 1.20295 -0.99152 0.105 0.069 -0.154
C -4.28153 1.44069 -0.27907 0.049 0.068 -0.041
C -5.13220 2.46885 -0.65423 0.010 -0.004 0.061
C -4.81118 3.27726 -1.74171 -0.005 -0.022 -0.011
C -3.65047 3.03961 -2.46307 0.068 -0.003 -0.003
C -2.79699 2.00188 -2.09307 -0.090 -0.006 0.075
C -3.11311 -1.63607 -0.61275 0.086 0.000 0.257
C -2.60965 -2.88514 -0.23468 -0.231 0.044 0.057
C -3.39762 -4.02462 -0.31891 0.051 0.031 0.072
C -4.68828 -3.93918 -0.82938 -0.008 -0.063 0.009
C -5.17540 -2.71590 -1.26784 -0.011 0.031 -0.043
C -4.39244 -1.57097 -1.16671 -0.019 0.028 0.071
H -4.64550 -1.61084 1.64795 -0.007 0.003 0.019
H -6.92411 -0.91427 2.35570 0.065 0.039 0.081
H -5.46974 0.96886 5.72579 -0.010 -0.083 -0.083
H -3.12627 0.34204 5.17162 -0.025 0.030 -0.026
H -0.95678 2.02459 4.20367 -0.050 0.009 0.021
H 0.37075 1.81390 6.26666 0.037 -0.015 -0.054
H 2.70866 1.00334 6.16609 -0.080 -0.027 -0.080
H 3.69120 0.33468 4.00042 -0.037 0.014 -0.003
H 2.36174 0.56285 1.91999 -0.172 -0.044 0.348
H -3.18639 2.38391 1.77777 -0.100 -0.100 0.004
H -4.16641 4.60707 2.22431 0.109 -0.017 -0.006
H -2.69886 6.58416 2.45176 0.056 -0.115 -0.018
H -0.23646 6.32914 2.26507 -0.040 -0.085 0.009
H 0.73813 4.10146 1.85150 -0.034 0.029 0.072
H -4.53741 0.80784 0.56501 0.008 0.057 0.005
H -6.04453 2.64611 -0.09247 0.092 -0.033 -0.075
H -5.47500 4.08461 -2.03099 0.055 -0.066 0.025
H -3.40584 3.66149 -3.31935 -0.031 -0.091 0.102
H -1.89695 1.81070 -2.66231 -0.022 0.017 0.003
H -1.58239 -2.97568 0.08720 0.062 0.025 0.259
H -3.00168 -4.97900 0.01463 -0.036 0.080 -0.080
H -5.30355 -4.82982 -0.91052 0.056 0.099 0.060
H -6.17495 -2.64808 -1.68617 0.129 0.006 0.019
H -4.78638 -0.62852 -1.52233 -0.019 -0.054 0.022
I 2.14131 5.17048 -0.63637 -0.086 -0.318 -0.004
C 0.48314 3.98269 -1.19406 -0.692 -0.839 0.002
H 0.42027 3.93814 -2.27781 -0.022 0.172 -0.004
H -0.41474 4.38625 -0.73823 -0.034 0.061 -0.066
S 0.66958 1.12041 -2.48513 -0.299 0.967 0.684
Sb 0.75087 -1.21016 -2.50445 0.117 -0.197 -0.103
C 1.07067 -2.25434 -0.71703 -0.045 0.024 0.001
C 0.99006 -3.64831 -0.73316 0.083 0.158 0.177
C 1.19141 -4.35056 0.45270 -0.028 0.019 -0.041
C 1.50537 -3.66736 1.62255 -0.046 0.009 -0.028
C 1.61080 -2.27798 1.62399 0.037 -0.101 0.029
C 1.38329 -1.56641 0.45456 -0.050 -0.258 -0.099
C 2.43357 -1.60753 -3.68962 -0.098 0.047 -0.080
C 2.46153 -1.10608 -4.99224 0.144 -0.123 0.124
C 3.59228 -1.31171 -5.77061 -0.014 -0.001 -0.008
C 4.68106 -2.00182 -5.24519 -0.035 -0.005 0.013
C 4.64080 -2.50349 -3.94946 0.059 -0.028 -0.027
C 3.51390 -2.30738 -3.16082 -0.045 0.064 -0.121
C -0.99708 -1.80977 -3.49700 0.001 -0.021 0.026
C -1.69713 -2.95008 -3.10560 0.144 0.060 -0.305
C -2.84065 -3.31198 -3.80650 0.043 0.001 -0.048
C -3.27176 -2.54490 -4.88228 0.036 0.039 -0.007
C -2.57038 -1.40439 -5.26357 -0.032 -0.033 0.008
C -1.42718 -1.02868 -4.57174 -0.027 -0.122 0.136
H 0.78372 -4.18767 -1.65240 -0.012 0.015 0.069
H 1.09637 -5.43181 0.45833 0.078 0.120 0.004
H 1.66721 -4.22113 2.54129 -0.013 0.055 -0.087
H 1.86731 -1.75268 2.53879 -0.051 -0.080 -0.075
H 1.44134 -0.48266 0.44798 0.015 -0.100 -0.054
H 1.61717 -0.55887 -5.39736 0.041 -0.030 -0.022
H 3.62128 -0.93910 -6.78945 0.021 -0.019 0.131
H 5.56653 -2.15152 -5.85288 -0.088 -0.009 0.042
H 5.48621 -3.05760 -3.55396 -0.082 0.081 -0.044
H 3.48038 -2.70052 -2.15139 0.025 0.000 0.005
H -1.37201 -3.55059 -2.26508 0.011 0.038 -0.178
H -3.39339 -4.19505 -3.50878 0.044 0.054 -0.034
H -4.15857 -2.84008 -5.43291 0.074 0.042 0.062
H -2.91185 -0.80892 -6.10282 0.025 -0.055 0.066
H -0.88621 -0.13402 -4.86414 -0.056 -0.032 0.016
C 5.93812 -0.97541 1.87719 -0.012 -0.040 0.077
C 7.01415 -0.24344 1.07462 -0.558 0.067 -0.252
C 7.27588 -0.95637 -0.25630 0.238 0.133 0.167
C 6.65106 1.25039 0.91726 0.031 -0.245 -0.316
N 5.30515 1.50232 0.33875 0.678 -0.435 -0.175
C 4.18559 1.78599 0.98069 -0.131 0.171 0.267
N 3.19563 1.74988 0.11787 0.061 -0.447 -0.563
N 3.75141 1.43692 -1.10059 0.696 0.064 0.682
N 5.01911 1.28682 -0.96767 -0.652 0.105 0.467
H 6.29702 -1.96335 2.17367 -0.066 0.074 -0.018
H 5.03109 -1.12742 1.27497 0.100 0.051 0.082
H 5.66578 -0.43350 2.79238 0.057 -0.084 -0.109
H 7.94513 -0.24397 1.64594 -0.015 0.091 0.052
H 6.39357 -0.96885 -0.89081 -0.153 0.017 -0.056
H 7.56809 -1.99217 -0.06366 -0.007 0.113 -0.029
H 8.08340 -0.47394 -0.81438 -0.077 -0.061 0.051
H 7.37403 1.74864 0.27900 -0.002 0.141 -0.062
H 6.64659 1.72505 1.89374 -0.025 0.149 0.054
H 4.11239 2.02080 2.03532 0.045 -0.063 -0.227
```
Positions in Å, forces in eV/Å.

* charge: +2
* ΔE to the lowest compared entry with this formula, charge and spin: 4.172 eV
* 2S+1: 2
* highest occupied orbital energy (alpha / beta): -12.2956 / -12.4169 eV